This record from OMol25 describes the ion C6H8N5S with charge +1. The level of theory is ωB97M-V/def2-TZVPD.

```
20
Properties=species:S:1:pos:R:3:mulliken_charge:R:1
C 0.27 -0.65 -3.44 -0.446
C 0.28 -2.00 -3.41 -0.008
C -0.82 0.82 1.70 0.785
C -0.47 -1.01 -1.40 0.468
C -0.73 1.77 2.88 -1.159
C 1.58 0.25 0.98 -0.827
N -0.09 -0.10 -2.27 -0.399
N -2.03 0.24 1.41 -0.469
N -1.97 -0.42 0.35 -0.120
N -0.92 -0.65 -0.20 0.453
N 0.18 0.40 1.00 -0.138
S -0.29 -2.67 -1.97 -0.003
H 0.93 -0.10 -4.09 0.361
H 0.51 -2.71 -4.26 0.363
H 0.01 2.49 2.65 0.387
H -1.64 2.32 3.15 0.366
H -0.50 1.20 3.70 0.341
H 1.91 0.39 2.06 0.407
H 1.77 -0.71 0.59 0.319
H 2.04 1.12 0.57 0.321
```

* total charge: +1



This record from OMol25 describes the ion C6H8N5S with charge +1. The level of theory is ωB97M-V/def2-TZVPD.

```
20
Properties=species:S:1:pos:R:3:mulliken_charge:R:1
C -2.55 1.26 -0.17 -0.928
C -1.91 -0.13 -0.26 0.510
N -2.63 -1.29 -0.45 -0.328
N -1.72 -2.26 -0.47 -0.500
N -0.58 -1.76 -0.18 0.686
C 0.66 -2.53 -0.07 -0.727
N -0.63 -0.42 -0.13 0.135
C 0.73 0.56 0.10 0.315
N 0.76 1.58 0.82 -0.358
C 1.97 2.12 0.85 -0.537
C 2.90 1.52 0.03 -0.148
S 2.18 0.20 -0.84 0.031
H -1.79 1.95 -0.30 0.345
H -3.31 1.32 -0.93 0.349
H -3.01 1.16 0.83 0.290
H 0.74 -3.56 0.51 0.282
H 0.99 -2.66 -1.08 0.434
H 1.36 -1.81 0.44 0.312
H 1.93 2.96 1.56 0.439
H 3.93 1.79 -0.27 0.397
```

* total charge: +1
* SMILES string: Cc1nnn(C)[n+]1-c1nccs1



This record from OMol25 describes the ion C6H8NO2S with charge -1. The level of theory is ωB97M-V/def2-TZVPD.

```
18
Properties=species:S:1:pos:R:3:mulliken_charge:R:1
C -1.37 0.15 1.28 -1.197
C -0.89 -0.30 -0.19 0.393
C -1.59 0.53 -1.27 -1.342
C 0.54 -0.15 -0.15 -0.362
N 1.42 -1.18 0.27 -0.199
C 2.75 -0.95 0.38 0.433
O 3.48 -1.77 0.89 -0.704
S 3.08 0.72 -0.16 -0.307
C 1.29 1.09 -0.59 0.659
O 0.97 2.26 -0.94 -0.778
H -1.31 1.20 1.17 0.342
H -0.79 -0.42 2.11 0.250
H -2.33 -0.22 1.52 0.384
H -1.08 -1.39 -0.42 0.257
H -2.76 0.60 -1.22 0.250
H -1.34 0.40 -2.32 0.360
H -1.16 1.47 -1.03 0.318
H 1.09 -2.04 0.67 0.243
```

* total charge: -1
* SMILES string: CC(C)c1[nH]c(=O)sc1[O-]



This record from OMol25 describes a cluster of 2 separate species, C6H8NO4S2 in total. The level of theory is ωB97M-V/def2-TZVPD.

```
21
Properties=species:S:1:pos:R:3:mulliken_charge:R:1
C 0.89 0.20 1.82 -0.899
C -0.46 0.17 1.34 0.242
C -2.53 -2.02 0.77 0.799
C 1.89 0.30 0.93 -0.252
C -0.50 0.42 0.01 -0.656
C 3.45 0.11 -1.22 -0.896
N -2.14 0.70 -2.13 -0.709
O -1.72 -2.52 0.07 -0.465
O -3.19 -2.12 1.73 -0.484
O -3.29 -0.36 -0.12 -0.617
O -2.58 1.97 0.03 -0.659
S 1.62 0.39 -0.75 0.098
S -2.20 0.69 -0.39 1.140
H 1.14 0.37 2.81 0.340
H -1.32 0.03 2.12 0.288
H 2.81 0.37 1.39 0.343
H 3.60 -0.97 -1.07 0.265
H 4.18 0.67 -0.53 0.231
H 3.47 0.56 -2.29 0.241
H -1.37 1.30 -2.09 0.324
H -1.76 -0.24 -2.43 0.327
```

* total charge: -1



This record from OMol25 describes a structure of composition C6H8NaO6. The level of theory is ωB97M-V/def2-TZVPD.

```
21
Properties=species:S:1:pos:R:3:mulliken_charge:R:1
O -2.42 0.91 -1.62 -0.294
C -3.02 1.68 -2.58 0.561
O -2.40 2.68 -3.01 -0.737
O -4.16 1.29 -2.91 -0.742
C -2.10 1.52 -0.33 -0.048
H -1.00 1.58 -0.29 0.048
H -2.47 2.55 -0.36 0.306
C -2.66 0.76 0.84 -0.975
H -3.48 1.35 1.29 0.165
H -3.11 -0.19 0.50 0.206
O 2.34 -1.36 1.83 -0.344
C 1.37 -1.69 1.00 0.713
C 3.55 -1.08 1.09 -0.225
O 0.18 -1.59 1.27 -0.576
O 1.80 -1.88 -0.23 -0.305
C 3.22 -1.63 -0.30 -0.261
Na -0.84 0.16 2.76 0.507
H 4.38 -1.58 1.58 0.240
H 3.70 0.01 1.09 0.248
H 3.72 -2.58 -0.51 0.251
H 3.41 -0.92 -1.11 0.260
```

* total charge: -1



This record from OMol25 describes a structure of composition C6H8O2. The level of theory is ωB97M-V/def2-TZVPD.

```
16
Properties=species:S:1:pos:R:3:mulliken_charge:R:1
C 0.51 -0.88 -0.04 -0.772
C -2.57 1.17 -0.42 -0.927
C 0.75 0.22 0.70 0.831
C -2.29 -0.30 -0.48 0.308
C 2.25 -0.62 0.70 -0.268
C 3.18 -0.37 -0.21 -0.577
O 0.49 1.33 1.08 -0.542
O -3.04 -1.18 -0.17 -0.498
H -1.21 -0.54 -0.75 0.366
H 0.16 -1.81 0.38 0.307
H 2.47 -1.17 1.61 0.371
H -3.60 1.37 -0.14 0.313
H -1.87 1.62 0.30 0.245
H -2.35 1.62 -1.39 0.298
H 4.21 -0.67 -0.07 0.285
H 2.93 0.19 -1.11 0.259
```



This record from OMol25 describes an isolated molecule of C6H8O2. The level of theory is ωB97M-V/def2-TZVPD.

```
16
Properties=species:S:1:pos:R:3:mulliken_charge:R:1
C -1.45 -1.07 -0.12 -0.279
O -1.74 0.15 -0.77 -0.371
C -0.92 1.11 -0.15 -0.039
C 0.66 1.14 -0.28 -0.375
O 1.69 0.34 -0.81 -0.414
C 1.66 -0.79 0.02 -0.424
C 0.12 -0.89 0.03 -0.097
C -0.07 0.54 0.78 -0.556
H -1.52 -1.84 -0.89 0.348
H -2.02 -0.96 0.95 0.234
H -1.65 2.07 0.03 0.276
H 1.07 2.11 -0.20 0.455
H 2.43 -1.53 -0.42 0.234
H 2.21 -0.47 0.95 0.198
H -0.08 -0.62 -0.95 0.375
H -0.40 0.71 1.83 0.434
```

* SMILES string: C1O[C@@H]2[C@@H]3OC[C@H]1[C@H]23



This record from OMol25 describes an isolated molecule of C6H8O2. The level of theory is ωB97M-V/def2-TZVPD.

```
16
Properties=species:S:1:pos:R:3:mulliken_charge:R:1
C -0.74 0.01 -2.18 -1.051
C -0.36 0.07 -0.87 0.764
C 0.66 -0.97 -0.61 0.423
C 1.77 -0.48 0.54 -0.996
O 0.52 -2.20 -1.04 -0.565
C -0.82 0.84 0.12 0.634
C -1.05 0.35 1.51 -1.270
O -1.29 2.06 0.00 -0.606
H -0.52 -0.73 -2.78 0.447
H -1.29 0.77 -2.78 0.279
H 2.51 -1.23 0.44 0.351
H 2.24 0.50 0.14 0.323
H 1.30 -0.22 1.58 0.230
H -1.49 1.21 2.30 0.298
H -0.16 0.70 1.87 0.348
H -1.28 -0.66 1.77 0.391
```

* SMILES string: C=C(C(C)=O)C(C)=O



This record from OMol25 describes an isolated molecule of C6H8O2. The level of theory is ωB97M-V/def2-TZVPD.

```
16
Properties=species:S:1:pos:R:3:mulliken_charge:R:1
C 2.10 0.50 -0.42 -1.143
C 0.76 0.53 0.28 0.733
O 0.53 1.24 1.23 -0.586
C -0.24 -0.74 -0.05 0.313
C -1.10 -1.11 1.13 -1.463
C -0.80 0.24 -1.03 -0.669
C -1.88 1.02 -0.81 0.385
O -2.55 1.83 -0.33 -0.356
H 2.04 -0.01 -1.38 0.306
H 2.80 -0.04 0.23 0.308
H 2.47 1.51 -0.55 0.332
H 0.26 -1.58 -0.54 0.391
H -0.54 -1.73 1.82 0.375
H -1.42 -0.22 1.67 0.341
H -2.00 -1.64 0.80 0.359
H -0.43 0.20 -2.05 0.374
```

* SMILES string: CC(=O)[C@@H](C)C=C=O



This record from OMol25 describes an isolated molecule of C6H8O2. The level of theory is ωB97M-V/def2-TZVPD.

```
16
Properties=species:S:1:pos:R:3:mulliken_charge:R:1
C -1.37 -1.57 -0.27 -0.404
C -0.13 -1.10 0.11 0.315
O 1.09 -1.47 0.16 -0.414
C 1.94 -0.40 -0.02 -0.414
C 1.01 0.92 -0.40 -0.902
C -0.34 0.47 0.45 0.319
C -1.77 0.83 0.08 -0.429
O -2.29 -0.66 -0.08 -0.438
H -1.43 -2.63 -0.37 0.413
H 2.31 -0.04 1.05 0.209
H 2.93 -0.59 -0.51 0.360
H 1.58 1.92 -0.36 0.309
H 0.92 0.88 -1.39 0.403
H -0.02 0.59 1.64 0.213
H -2.04 1.52 -1.00 0.220
H -2.38 1.33 0.94 0.241
```

* SMILES string: C1=C2OCC[C@H]2CO1



This record from OMol25 describes an isolated molecule of C6H8O2. The level of theory is ωB97M-V/def2-TZVPD.

```
16
Properties=species:S:1:pos:R:3:mulliken_charge:R:1
C -1.62 -0.86 0.04 -0.513
O -1.87 0.27 -0.81 -0.397
C -0.82 1.23 -0.09 -0.245
C 0.76 1.18 -0.20 -0.022
O 1.75 0.36 -0.73 -0.453
C 1.46 -1.07 -0.14 -0.534
C -0.07 -0.69 0.20 0.223
C 0.11 0.67 0.99 -0.455
H -1.81 -1.56 -0.81 0.404
H -2.09 -1.27 1.08 0.215
H -1.30 2.32 -0.13 0.328
H 1.30 2.16 -0.46 0.365
H 2.15 -1.40 0.83 0.196
H 1.68 -1.57 -0.94 0.423
H 0.03 -0.64 -0.92 0.132
H 0.35 0.88 2.10 0.332
```

* SMILES string: C1O[C@@H]2[C@@H]3OC[C@H]1[C@H]23



This record from OMol25 describes an isolated molecule of C6H8O2. The level of theory is ωB97M-V/def2-TZVPD.

```
16
Properties=species:S:1:pos:R:3:mulliken_charge:R:1
O -2.45 0.55 0.12 -0.551
C -1.30 0.18 0.00 0.304
C -0.82 -1.39 -0.07 -0.500
C 0.70 -1.70 0.10 -0.485
O 1.69 -0.64 -0.23 -0.447
C 1.08 0.45 0.36 0.132
C 1.01 1.96 0.07 -0.735
C -0.09 0.93 -0.41 0.046
H -1.23 -1.84 -0.95 0.316
H -1.42 -1.86 0.75 0.305
H 1.05 -2.58 -0.50 0.303
H 0.93 -1.85 1.17 0.333
H 0.91 0.36 1.47 0.295
H 1.51 2.43 -0.77 0.279
H 0.85 2.64 0.92 0.244
H 0.05 0.81 -1.55 0.161
```

* SMILES string: O=C1CCO[C@H]2C[C@H]12



This record from OMol25 describes an isolated molecule of C6H8O3. The level of theory is ωB97M-V/def2-TZVPD.

```
17
Properties=species:S:1:pos:R:3:mulliken_charge:R:1
C 0.47 -0.40 -0.92 0.408
C 0.67 0.88 -0.13 -0.755
C 0.96 -0.62 -2.31 -1.191
C -1.28 -0.36 0.42 -0.025
C 0.00 0.52 2.29 -0.175
C -0.48 0.85 0.89 0.402
O -0.63 -1.01 -0.52 -0.320
O -2.13 -1.04 1.26 -0.454
O 1.14 0.27 2.58 -0.482
H -2.34 -1.89 0.86 0.338
H -0.82 0.44 3.02 0.334
H 0.62 1.76 -0.78 0.273
H 1.64 0.88 0.39 0.322
H -1.09 1.75 0.93 0.391
H 0.52 0.11 -3.01 0.284
H 0.70 -1.63 -2.63 0.332
H 2.05 -0.50 -2.34 0.319
```



This record from OMol25 describes an isolated molecule of C6H8O3. The level of theory is ωB97M-V/def2-TZVPD.

```
17
Properties=species:S:1:pos:R:3:mulliken_charge:R:1
C -2.22 -1.82 0.51 -0.609
O -0.85 -2.25 0.31 -0.360
C 0.09 -1.27 0.06 0.203
C 1.36 -1.56 -0.40 -0.366
C 2.02 -0.27 -0.55 -0.293
C 1.12 0.68 -0.17 0.304
O 1.37 2.02 -0.26 -0.360
C 0.22 2.88 0.01 -0.615
O -0.09 0.08 0.15 -0.282
H -2.34 -1.43 1.53 0.266
H -2.53 -1.08 -0.28 0.281
H -2.85 -2.71 0.39 0.235
H 1.83 -2.53 -0.62 0.404
H 3.04 -0.05 -0.89 0.396
H -0.17 2.65 1.00 0.276
H 0.54 3.94 -0.08 0.230
H -0.56 2.72 -0.72 0.290
```

* SMILES string: COc1ccc(OC)o1



This record from OMol25 describes an isolated molecule of C6H8O3S4. The level of theory is ωB97M-V/def2-TZVPD.

```
21
Properties=species:S:1:pos:R:3:mulliken_charge:R:1
C -1.48 1.81 -0.53 -0.934
O -0.82 0.86 0.34 -0.233
C -0.35 -0.32 -0.18 0.448
S -1.78 -1.17 -1.06 -0.187
C 0.24 -1.13 1.09 -0.187
S -0.98 -1.15 2.41 -0.141
C 1.50 -0.62 1.63 0.240
O 1.90 -0.71 2.74 -0.524
O 2.33 0.08 0.78 -0.269
C 1.94 0.54 -0.44 0.146
S 2.43 2.02 -0.76 -0.259
C 0.85 -0.13 -1.15 -0.517
S 1.40 -1.80 -1.78 -0.102
H -2.44 1.44 -0.75 0.365
H -1.14 1.95 -1.45 0.423
H -1.41 2.81 0.01 0.250
H -2.84 -0.93 -0.17 0.203
H 0.38 -2.21 0.88 0.425
H -0.62 0.06 2.86 0.155
H 0.59 0.43 -2.01 0.572
H 0.29 -1.83 -2.45 0.125
```

* SMILES string: CO[C@]1(S)[C@H](S)C(=O)OC(=S)[C@H]1S



This record from OMol25 describes an isolated molecule of C6H8O4. The level of theory is ωB97M-V/def2-TZVPD.

```
18
Properties=species:S:1:pos:R:3:mulliken_charge:R:1
C 1.22 0.65 0.95 -1.482
C 0.33 0.40 -0.26 1.271
C 1.11 0.52 -1.56 -1.613
O -0.74 1.36 -0.29 -0.391
C -1.83 0.71 0.17 0.481
O -2.88 1.22 0.42 -0.587
C -1.38 -0.67 0.49 0.344
O -2.03 -1.38 1.45 -0.531
C -0.47 -1.15 -0.40 0.033
O 0.18 -2.31 -0.17 -0.444
H 2.00 -0.12 1.01 0.334
H 0.65 0.65 1.88 0.358
H 1.70 1.62 0.86 0.389
H 1.94 -0.19 -1.57 0.388
H 1.52 1.54 -1.64 0.391
H 0.46 0.34 -2.41 0.361
H -2.71 -0.81 1.84 0.333
H 0.92 -2.39 -0.77 0.364
```

* SMILES string: CC1(C)OC(=O)C(O)=C1O



This record from OMol25 describes a structure of composition C6H8O6Ru. The level of theory is ωB97M-V/def2-TZVPD.

```
21
Properties=species:S:1:pos:R:3:mulliken_charge:R:1
O -0.05 2.72 -0.16 -0.592
C -0.07 3.55 0.99 0.949
O 0.92 4.16 1.31 -0.308
O -1.22 3.43 1.51 -0.572
C 1.09 1.91 -0.48 -0.420
H 1.74 2.47 -1.17 0.328
H 1.64 1.68 0.44 0.405
C 0.55 0.66 -1.12 -0.242
H 0.22 0.81 -2.16 0.367
H 1.22 -0.19 -1.01 0.352
O -0.90 -1.48 1.09 -0.292
C -1.14 -1.02 -0.14 0.270
C -0.18 -2.72 1.00 -0.270
O -0.91 0.28 -0.35 -0.284
O -0.66 -1.83 -1.08 -0.314
C -0.28 -3.07 -0.48 -0.277
H -0.66 -3.46 1.66 0.302
H 0.85 -2.55 1.34 0.255
H -1.05 -3.82 -0.69 0.319
H 0.68 -3.39 -0.92 0.290
Ru -1.81 1.86 0.42 1.733
```

* total charge: +2
* multiplicity: 7
* <S²>: 12.014



This record from OMol25 describes a structure of composition C6H8O6Tm. The level of theory is ωB97M-V/def2-TZVPD.

```
21
Properties=species:S:1:pos:R:3:mulliken_charge:R:1
H -0.98 1.15 -0.84 0.263
O -4.71 -1.09 0.73 -0.656
C -4.01 -0.08 0.60 0.904
O -4.32 1.04 1.03 -0.691
O -2.78 -0.27 -0.04 -0.157
Tm -6.83 0.18 1.81 1.707
C -1.73 0.35 0.41 -0.247
C -0.46 0.20 -0.26 -0.201
C 0.76 0.62 0.53 -0.692
C 2.07 0.59 -0.23 -0.794
O 2.48 -0.77 -0.41 -0.163
C 3.61 -0.97 -1.07 0.742
O 4.37 -0.10 -1.44 0.001
O 3.79 -2.27 -1.23 -0.251
H -1.81 0.79 1.41 0.520
H -0.38 -0.69 -0.88 0.469
H 0.81 -0.06 1.39 0.394
H 0.64 1.64 0.93 0.506
H 2.84 1.12 0.35 0.482
H 1.97 1.07 -1.21 0.460
H 4.67 -2.44 -1.57 0.403
```

* total charge: +3
* multiplicity: 3
* <S²>: 2.007



This record from OMol25 describes a structure of composition C6H8OS. The level of theory is ωB97M-V/def2-TZVPD.

```
16
Properties=species:S:1:pos:R:3:mulliken_charge:R:1
C -2.02 -1.34 -0.17 -1.056
C -1.01 -0.13 -0.19 0.434
C -1.66 1.26 -0.56 -0.097
C 0.32 -0.25 -0.09 -0.273
C 1.47 0.75 -0.03 -0.340
C 2.70 0.25 0.80 -0.514
H -3.12 -0.85 0.25 0.252
H -2.45 -1.50 -1.26 0.287
H -1.88 -2.49 0.59 0.282
H -2.73 1.42 -1.00 0.321
H 0.77 -1.34 -0.06 0.210
H 1.32 1.78 -0.11 0.576
H 3.39 0.85 1.32 0.342
H 2.78 -0.76 1.31 0.224
O -1.00 2.24 0.02 -0.504
S 3.13 0.11 -0.81 -0.145
```



This record from OMol25 describes a structure of composition C6H8OS. The level of theory is ωB97M-V/def2-TZVPD.

```
16
Properties=species:S:1:pos:R:3:mulliken_charge:R:1
C -1.57 0.42 -0.45 0.047
C -1.35 -0.69 0.63 -0.515
C -0.79 -1.63 -0.51 -0.631
C -0.23 -0.23 -0.99 -0.428
C 0.75 0.01 0.09 0.004
C -0.04 -0.30 1.35 -0.471
H -1.21 2.28 -0.63 0.307
H -2.39 0.25 -1.16 0.372
H -2.13 -1.03 1.29 0.467
H -1.59 -2.03 -1.09 0.333
H -0.06 -2.39 -0.19 0.284
H 0.18 -0.11 -2.03 0.438
H -0.27 0.62 2.04 0.256
H 0.36 -1.08 2.06 0.307
O -1.44 1.78 0.09 -0.514
S 2.37 0.23 -0.11 -0.256
```



In eV, the ΔE to the lowest compared entry with this formula, charge and spin values for the records above are, in order, 2.760 1.604 0.589 3.271 2.065 5.018 8.031 4.851 2.070 5.346 9.236 3.431 3.516 2.354 0.000 2.291 0.470 0.174 5.082 1.873.